Record 1
{"formula": "C34H96N12O10", "method": "ωB97M-V/def2-TZVPD", "elements": ["C", "O", "C", "C", "C", "N", "H", "H", "H", "H", "H", "H", "H", "H", "H", "H", "H", "C", "O", "C", "C", "C", "N", "H", "H", "H", "H", "H", "H", "H", "H", "H", "H", "H", "C", "O", "C", "C", "C", "N", "H", "H", "H", "H", "H", "H", "H", "H", "H", "H", "H", "C", "O", "C", "C", "C", "N", "H", "H", "H", "H", "H", "H", "H", "H", "H", "H", "H", "C", "O", "C", "C", "C", "N", "H", "H", "H", "H", "H", "H", "H", "H", "H", "H", "H", "C", "O", "C", "C", "C", "N", "H", "H", "H", "H", "H", "H", "H", "H", "H", "H", "H", "C", "O", "C", "C", "C", "N", "H", "H", "H", "H", "H", "H", "H", "H", "H", "H", "H", "C", "O", "C", "C", "C", "N", "H", "H", "H", "H", "H", "H", "H", "H", "H", "H", "H", "N", "C", "N", "O", "H", "H", "H", "H", "N", "C", "N", "O", "H", "H", "H", "H"], "xyz": [[-15.10688, -6.98114, 13.96613], [-16.07068, -7.77201, 14.76489], [-15.66834, -9.15303, 14.76718], [-16.50059, -9.88147, 15.73348], [-16.39919, -9.35653, 17.16178], [-16.02597, -11.30088, 15.63307], [-15.20544, -5.94352, 14.29474], [-15.24505, -7.10708, 12.88495], [-14.07661, -7.27006, 14.18000], [-15.89793, -9.66274, 13.80878], [-14.60213, -9.34465, 14.97457], [-17.56749, -9.71113, 15.45617], [-15.32016, -9.35186, 17.47015], [-16.97341, -9.95839, 17.85503], [-16.82111, -8.35091, 17.18826], [-16.61820, -11.88127, 16.19817], [-16.07085, -11.71421, 14.70177], [-10.68854, -9.58482, 13.55230], [-11.71737, -9.73100, 14.56500], [-11.50732, -9.03018, 15.75756], [-11.77708, -10.00817, 16.95000], [-12.13621, -9.13216, 18.17569], [-10.64151, -10.85366, 17.17755], [-9.78617, -9.47456, 14.10235], [-10.90465, -8.57283, 13.26527], [-10.82965, -10.35792, 12.82033], [-10.45928, -8.73501, 15.78549], [-12.12854, -8.13187, 15.81905], [-12.75355, -10.42601, 16.73197], [-11.27504, -8.53156, 18.66280], [-12.55834, -9.82832, 18.94488], [-12.80113, -8.31361, 17.86569], [-10.85715, -11.33013, 18.04596], [-10.44061, -11.52196, 16.43300], [-10.78866, -19.90652, 19.95408], [-11.87169, -19.21988, 20.46794], [-12.65512, -19.93158, 21.41399], [-13.92587, -19.28252, 21.94589], [-14.59922, -20.22068, 22.96670], [-14.97072, -18.94544, 20.89702], [-11.08257, -20.76242, 19.29831], [-10.19976, -20.32821, 20.78519], [-10.20904, -19.18949, 19.38472], [-13.02088, -20.88816, 21.00102], [-12.13375, -20.07521, 22.37059], [-13.66884, -18.35928, 22.48504], [-14.00103, -20.70514, 23.70517], [-15.05950, -21.08506, 22.43258], [-15.40032, -19.65155, 23.47995], [-14.49788, -18.52409, 20.10214], [-15.43847, -19.79168, 20.60460], [-9.83411, -15.32856, 17.88601], [-9.21142, -14.26662, 18.59000], [-8.56828, -14.62571, 19.76471], [-7.98688, -13.31691, 20.34794], [-7.12224, -13.57748, 21.61997], [-9.00716, -12.34123, 20.72899], [-10.38492, -14.86929, 17.05883], [-10.46075, -15.87363, 18.57443], [-9.06345, -16.05449, 17.53482], [-9.24831, -15.02413, 20.55090], [-7.72403, -15.33887, 19.56228], [-7.30137, -12.91548, 19.61570], [-7.66621, -14.05110, 22.47021], [-6.79064, -12.61122, 22.02079], [-6.27331, -14.18701, 21.39686], [-9.71328, -12.22690, 20.00162], [-8.58134, -11.45448, 20.93402], [-10.19717, -15.14531, 24.43828], [-11.08158, -14.45190, 25.21581], [-12.41390, -14.51792, 24.81623], [-13.31480, -14.00145, 25.93004], [-13.00943, -12.49648, 26.33563], [-13.12754, -14.82886, 27.09769], [-9.17487, -15.01628, 24.79836], [-10.20172, -14.72813, 23.43489], [-10.39982, -16.22755, 24.32835], [-12.62976, -14.00316, 23.86797], [-12.73837, -15.54826, 24.67235], [-14.36236, -14.02818, 25.58378], [-13.39471, -11.74007, 25.63060], [-11.94330, -12.39006, 26.37192], [-13.47752, -12.25056, 27.29857], [-13.97194, -14.71124, 27.64034], [-12.27972, -14.45778, 27.50842], [-16.91974, -16.88686, 18.48408], [-16.03808, -15.87897, 18.07904], [-14.81253, -16.17026, 17.46530], [-14.97856, -16.65679, 16.08075], [-13.70826, -17.05943, 15.37728], [-15.64037, -15.58540, 15.38054], [-16.62501, -17.29359, 19.45959], [-17.09113, -17.66811, 17.74257], [-17.89685, -16.38453, 18.57184], [-14.17248, -15.28721, 17.45485], [-14.25021, -16.95756, 17.99484], [-15.64743, -17.54701, 16.09141], [-14.02106, -17.61716, 14.49713], [-13.06493, -17.75212, 15.96511], [-13.13804, -16.18712, 15.05631], [-16.43264, -15.34082, 15.96344], [-15.96452, -15.77898, 14.47908], [-20.63210, -17.85935, 23.26262], [-19.88761, -17.52907, 22.12112], [-18.51102, -17.83213, 22.16298], [-17.74569, -16.74674, 22.98066], [-17.81972, -15.39218, 22.17462], [-16.30258, -17.06899, 23.27857], [-20.63710, -17.08550, 24.02746], [-20.33373, -18.79363, 23.72986], [-21.65746, -17.98276, 22.95022], [-18.37443, -18.83444, 22.53904], [-18.19769, -17.78995, 21.11088], [-18.18782, -16.64298, 23.97305], [-17.24517, -14.61932, 22.68774], [-18.81765, -14.99096, 22.02148], [-17.38410, -15.50246, 21.17238], [-15.75967, -17.04226, 22.43113], [-15.97118, -16.29562, 23.85831], [-13.08855, -15.99810, 21.92464], [-12.83352, -14.78871, 21.29012], [-13.90284, -14.29363, 20.59850], [-13.58615, -13.14866, 19.73555], [-14.80128, -12.63159, 18.93845], [-12.46888, -13.38067, 18.82989], [-13.47461, -16.68818, 21.17313], [-13.80794, -15.91554, 22.74380], [-12.16043, -16.40456, 22.31626], [-14.40685, -15.10798, 20.02540], [-14.72684, -13.89344, 21.25150], [-13.29108, -12.26797, 20.36670], [-14.43805, -11.81603, 18.30357], [-15.66903, -12.30358, 19.50885], [-15.17029, -13.39673, 18.22967], [-12.62000, -14.03017, 18.06648], [-11.60149, -13.70450, 19.24006], [-11.94823, -9.44183, 23.28212], [-12.02569, -10.79091, 22.76975], [-10.88104, -11.57213, 22.83608], [-13.09454, -11.20218, 22.28329], [-11.12062, -9.28794, 23.83443], [-12.78584, -9.11351, 23.71214], [-9.98974, -11.11849, 22.94471], [-10.87437, -12.39312, 22.24518], [-12.47746, -13.94315, 13.51901], [-11.91070, -13.65079, 14.76309], [-12.86004, -13.32543, 15.73467], [-10.75229, -13.66483, 15.09114], [-11.92744, -14.14410, 12.68619], [-13.22825, -13.29333, 13.34076], [-12.77942, -12.91351, 16.64108], [-13.83937, -13.48609, 15.57876]], "lowdin_charge": [-0.064, -0.177, -0.248, -0.451, -0.050, 0.048, 0.083, 0.084, 0.065, 0.130, 0.120, 0.145, 0.084, 0.067, 0.077, 0.056, 0.067, -0.048, -0.228, -0.223, -0.453, -0.073, 0.075, 0.069, 0.077, 0.086, 0.114, 0.106, 0.105, 0.101, 0.075, 0.061, 0.041, 0.068, -0.133, -0.190, -0.211, -0.413, -0.067, 0.055, 0.097, 0.091, 0.082, 0.133, 0.130, 0.103, 0.062, 0.085, 0.069, 0.048, 0.066, -0.088, -0.206, -0.221, -0.409, -0.060, 0.045, 0.068, 0.073, 0.100, 0.132, 0.140, 0.127, 0.072, 0.071, 0.059, 0.066, 0.074, -0.135, -0.169, -0.233, -0.413, -0.049, 0.034, 0.090, 0.069, 0.097, 0.120, 0.107, 0.137, 0.066, 0.057, 0.070, 0.072, 0.074, -0.101, -0.207, -0.230, -0.479, -0.044, 0.067, 0.060, 0.084, 0.101, 0.101, 0.131, 0.135, 0.076, 0.092, 0.057, 0.077, 0.058, -0.119, -0.190, -0.194, -0.353, -0.049, 0.048, 0.082, 0.087, 0.082, 0.112, 0.108, 0.124, 0.064, 0.068, 0.062, 0.018, 0.060, -0.121, -0.158, -0.253, -0.418, -0.037, 0.076, 0.070, 0.071, 0.091, 0.123, 0.146, 0.119, 0.056, 0.084, 0.062, 0.039, 0.055, 0.128, -0.581, 0.157, -0.012, 0.071, 0.077, 0.081, 0.071, 0.141, -0.646, 0.170, 0.028, 0.104, 0.086, 0.041, 0.058], "smiles": "COC[C@H](C)N.COC[C@H](C)N.COC[C@H](C)N.COC[C@H](C)N.COC[C@H](C)N.COC[C@H](C)N.COC[C@H](C)N.COC[C@H](C)N.NC(N)=O.NC(N)=O", "largest_force_ev_per_a": 3.4, "orbital_gap_ev": 9.01}


Record 2
{"formula": "C48H37Cl5GeN5O2Ti", "method": "ωB97M-V/def2-TZVPD", "elements": ["Ti", "O", "C", "O", "C", "C", "C", "C", "C", "C", "N", "C", "C", "C", "C", "C", "C", "N", "H", "H", "H", "H", "H", "H", "H", "H", "H", "H", "N", "C", "C", "C", "C", "C", "C", "C", "C", "C", "C", "C", "C", "H", "H", "H", "H", "H", "H", "H", "H", "H", "H", "Cl", "C", "C", "C", "Cl", "C", "Cl", "C", "Cl", "C", "Cl", "N", "C", "C", "C", "N", "C", "C", "H", "H", "H", "H", "H", "H", "Ge", "C", "C", "C", "C", "C", "C", "C", "C", "C", "C", "C", "C", "H", "H", "H", "H", "H", "H", "H", "H", "H", "H", "H"], "xyz": [[0.58958, -0.73067, 0.40561], [2.52447, -5.80721, 6.43097], [2.02628, -6.01154, 5.18224], [1.89176, -7.14508, 4.74827], [1.66101, -4.77905, 4.39397], [0.46591, -4.80802, 3.66171], [0.07767, -3.66754, 2.98753], [0.94040, -2.56107, 3.02834], [2.14790, -2.54377, 3.73476], [2.52121, -3.67629, 4.43250], [0.51845, -1.32045, 2.46020], [0.11501, -0.31501, 3.22310], [0.14331, 1.01307, 2.69547], [-0.14062, 2.09900, 3.56402], [0.21619, 3.34941, 3.14222], [0.80335, 3.50704, 1.85281], [0.94602, 2.43304, 1.01095], [0.56693, 1.17496, 1.38609], [2.37081, -4.89111, 6.72621], [-0.13225, -5.74143, 3.64158], [-0.86191, -3.60034, 2.41939], [2.71039, -1.60770, 3.76841], [3.46903, -3.73302, 5.00352], [-0.23714, -0.47476, 4.25053], [-0.63574, 1.90757, 4.52922], [0.03863, 4.22544, 3.78080], [1.12857, 4.50794, 1.51997], [1.44493, 2.52298, 0.06342], [0.54907, -0.44370, -1.75121], [0.46341, -1.76316, -2.34878], [1.43291, -2.10066, -3.29929], [1.34555, -3.31716, -3.96126], [0.32727, -4.21312, -3.65544], [-0.61756, -3.90688, -2.68717], [-0.56073, -2.67638, -2.00304], [-1.58602, -2.37679, -0.94636], [-2.90596, -2.83309, -1.15859], [-3.91715, -2.57622, -0.25322], [-3.59842, -1.88853, 0.90858], [-2.30054, -1.44180, 1.14201], [-1.27165, -1.61571, 0.20257], [-0.24009, 0.17440, -2.00550], [1.42163, 0.00571, -2.03907], [2.25003, -1.39619, -3.54259], [2.09127, -3.56833, -4.73006], [0.28083, -5.18226, -4.17785], [-1.42834, -4.62174, -2.46579], [-3.12632, -3.38614, -2.08015], [-4.94280, -2.90012, -0.43809], [-4.39859, -1.67131, 1.64475], [-2.11444, -0.88749, 2.06060], [3.26223, 0.76681, -0.19746], [3.47461, -0.96220, 0.09086], [2.31066, -1.73070, 0.21856], [2.45128, -3.11487, 0.29255], [1.05289, -4.10993, 0.18205], [3.71358, -3.68388, 0.50821], [3.84121, -5.37046, 0.81496], [4.87130, -2.89096, 0.46261], [6.43485, -3.56904, 0.73118], [4.74711, -1.50966, 0.20387], [6.13350, -0.50009, 0.08232], [-6.12382, 1.42201, 0.04531], [-4.78911, 1.32435, -0.18842], [-3.85059, 1.97188, 0.67348], [-2.50958, 1.86479, 0.37011], [-2.04226, 1.16737, -0.68257], [-2.92487, 0.57258, -1.51185], [-4.28261, 0.59733, -1.31092], [-6.44975, 2.10067, 0.73079], [-6.80430, 0.97760, -0.55900], [-4.18470, 2.54932, 1.54767], [-1.74125, 2.31888, 1.01718], [-2.48235, 0.01024, -2.35262], [-4.95185, -0.00168, -1.95719], [-0.21275, 2.52120, -2.15402], [1.61162, 3.11670, -2.77044], [2.26679, 4.21602, -2.22854], [3.54732, 4.54918, -2.64407], [4.18911, 3.79385, -3.62438], [3.55587, 2.68345, -4.16242], [2.27391, 2.34711, -3.72980], [-1.35807, 4.13632, -1.75605], [-1.01786, 5.06950, -0.77605], [-1.92934, 6.05471, -0.40623], [-3.20545, 6.09379, -0.96776], [-3.56292, 5.14261, -1.91620], [-2.64181, 4.17438, -2.29646], [-0.85086, 2.05142, -3.51497], [1.74149, 4.84173, -1.48515], [4.04635, 5.42590, -2.21046], [5.18561, 4.07341, -3.96071], [4.05084, 2.05048, -4.92279], [1.77845, 1.47310, -4.16202], [-0.03830, 5.03838, -0.27094], [-1.63744, 6.80628, 0.33794], [-3.91591, 6.85412, -0.65243], [-4.57506, 5.11445, -2.33948], [-2.92130, 3.43178, -3.05715]], "lowdin_charge": [0.965, 0.110, -0.455, 0.116, -0.140, 0.002, -0.053, -0.284, -0.007, -0.012, -0.021, -0.061, -0.243, -0.005, -0.027, -0.034, -0.187, -0.001, 0.118, 0.145, 0.116, 0.130, 0.140, 0.155, 0.135, 0.127, 0.120, 0.025, -0.005, -0.244, -0.021, -0.069, -0.070, -0.052, -0.181, -0.218, -0.040, -0.085, -0.086, -0.127, -0.199, 0.005, 0.052, 0.127, 0.119, 0.120, 0.125, 0.117, 0.115, 0.120, 0.088, 0.768, -0.624, -0.306, -0.646, 0.871, -0.683, 0.726, -0.673, 0.715, -0.695, 0.711, 0.129, -0.296, 0.001, -0.157, -0.036, -0.171, -0.010, 0.114, 0.112, 0.119, 0.100, 0.120, 0.128, 1.019, -0.372, -0.133, -0.082, -0.084, -0.086, -0.154, -0.338, -0.138, -0.087, -0.086, -0.086, -0.145, -0.006, 0.089, 0.113, 0.109, 0.116, 0.088, 0.064, 0.108, 0.105, 0.111, 0.094], "largest_force_ev_per_a": 2.4, "charge": 1, "s_squared": 2.019, "orbital_gap_ev": [5.52, 6.56], "multiplicity": 3}


Record 3
{"formula": "C23H33N7ORhS3", "method": "ωB97M-V/def2-TZVPD", "elements": ["Rh", "C", "C", "N", "N", "C", "S", "S", "C", "C", "C", "C", "C", "C", "C", "C", "C", "C", "C", "C", "C", "O", "H", "H", "H", "H", "H", "H", "H", "H", "H", "H", "H", "H", "H", "H", "C", "N", "C", "C", "N", "N", "C", "C", "H", "H", "H", "H", "H", "H", "H", "H", "H", "H", "H", "H", "H", "C", "N", "C", "N", "S", "H", "H", "H", "H", "H", "H"], "xyz": [[-0.02379, -0.99035, -0.06780], [-0.22780, 3.39716, 0.26789], [-0.34217, 1.98745, 0.76513], [-0.90424, 1.04204, -0.01490], [-1.65546, 1.50898, -0.99758], [-1.94713, 0.61668, -1.95386], [-1.24925, -0.90323, -2.15478], [-3.10085, 1.10986, -3.14576], [-3.99652, 2.46329, -2.33674], [-3.29420, 3.78554, -2.20067], [-3.20881, 4.39514, -0.95613], [-2.63405, 5.65110, -0.82208], [-2.11978, 6.30018, -1.93474], [-2.19584, 5.69285, -3.18176], [-2.78830, 4.44709, -3.31375], [0.17851, 1.61379, 2.03194], [0.83252, 2.62434, 2.81484], [1.28096, 2.39666, 4.07478], [1.09090, 1.11336, 4.65332], [0.50093, 0.10924, 3.95759], [0.04253, 0.29709, 2.61277], [-0.44611, -0.72188, 2.01136], [-0.77554, 3.53321, -0.65705], [0.82735, 3.61679, 0.08915], [-0.60369, 4.10886, 0.99983], [-4.36526, 2.11024, -1.37523], [-4.85915, 2.55855, -3.00174], [-3.60465, 3.88633, -0.08541], [-2.58870, 6.12305, 0.15012], [-1.67159, 7.27909, -1.83447], [-1.80526, 6.19808, -4.05406], [-2.85216, 3.98337, -4.29110], [0.96336, 3.60547, 2.38820], [1.75590, 3.18411, 4.64104], [1.42646, 0.93444, 5.66746], [0.35503, -0.87183, 4.38764], [1.17472, -6.35600, -0.98385], [1.04857, -4.99142, -1.48428], [2.19460, -4.53701, -2.24882], [0.38732, -4.07377, -0.70073], [0.91257, -2.92536, -0.35049], [-0.87960, -4.36718, -0.34672], [-1.70997, -5.31557, -1.07183], [-1.53563, -3.66700, 0.74348], [2.11119, -6.47530, -0.43015], [1.16768, -7.06284, -1.81284], [0.35324, -6.59584, -0.31792], [2.35211, -5.22466, -3.07854], [3.11502, -4.51411, -1.65205], [2.00812, -3.54606, -2.65704], [1.90363, -2.87976, -0.56499], [-1.26608, -5.53004, -2.03934], [-2.69074, -4.86433, -1.22568], [-1.84420, -6.24563, -0.51612], [-0.80274, -3.16461, 1.37360], [-2.06493, -4.39016, 1.36699], [-2.26140, -2.94130, 0.36261], [3.89541, -0.34232, 2.63542], [3.04221, -0.44381, 1.46575], [3.19131, 0.26684, 0.34599], [4.24879, 1.08293, 0.26142], [2.09918, 0.16915, -0.96444], [3.57831, -1.09400, 3.35152], [3.81465, 0.64180, 3.10366], [4.93517, -0.54964, 2.37664], [2.18654, -0.98052, 1.53777], [4.94325, 1.14608, 0.98397], [4.39759, 1.58534, -0.59647]], "lowdin_charge": [0.730, -0.009, -0.225, -0.080, -0.026, -1.089, 0.624, 0.946, -0.408, -0.306, -0.077, -0.095, -0.083, -0.072, -0.048, -0.103, -0.030, -0.076, -0.064, -0.020, -0.358, -0.165, 0.059, 0.104, 0.093, 0.085, 0.086, 0.117, 0.106, 0.104, 0.106, 0.112, 0.104, 0.108, 0.114, 0.121, -0.039, -0.165, -0.056, -0.444, 0.009, -0.147, -0.037, -0.059, 0.097, 0.098, 0.078, 0.097, 0.095, 0.094, 0.035, 0.096, 0.097, 0.092, 0.060, 0.100, 0.085, -0.056, -0.032, -0.840, 0.126, 0.655, 0.096, 0.090, 0.092, 0.092, 0.101, 0.104], "largest_force_ev_per_a": 0.6, "charge": 1, "s_squared": 6.037, "orbital_gap_ev": [7.09, 5.79], "multiplicity": 5}